No. 1
71
Properties=species:S:1:pos:R:3:forces:R:3 method="wB97M-V/def2-TZVPD" charge=+1 lumo_ev="-3.39 / -3.83" spin_multiplicity=3 homo_energy_ev="-10.219 / -10.706" molar_mass_g_mol=893.99 de_lowest_kcal_mol=6.1
Pd -0.43739 -1.28584 -0.83571 -0.003 -0.178 -0.006
C 3.16853 2.33778 4.04412 -0.034 0.051 -0.022
C 1.85105 2.58039 3.29149 0.057 0.028 0.005
C 1.09348 3.74681 3.94243 0.052 0.024 -0.033
C 2.17719 2.96783 1.85060 -0.007 0.009 -0.019
C 0.99908 1.31927 3.36348 -0.018 -0.037 0.051
C 0.57292 0.85353 4.62507 0.008 0.008 -0.030
C -0.20303 -0.27297 4.78055 -0.037 0.000 0.004
C -0.57556 -0.97248 3.63651 -0.010 0.087 -0.082
S -1.56052 -2.39526 3.47255 0.137 0.059 -0.065
C -1.33748 -2.32960 1.76424 -0.033 0.092 -0.097
N -0.61578 -1.32433 1.34210 -0.030 -0.241 -0.048
C -0.16256 -0.53166 2.37847 -0.002 0.040 0.138
C 0.62670 0.61097 2.23810 -0.018 -0.029 0.013
C -1.89280 -3.28039 0.80272 -0.067 -0.027 0.009
C -2.72231 -4.33518 1.17701 0.020 -0.035 -0.111
C -3.21890 -5.18922 0.20517 0.003 0.027 0.067
C -2.88883 -4.99020 -1.12758 -0.030 -0.045 -0.029
C -2.06228 -3.93482 -1.50234 0.064 0.050 -0.016
C -1.56781 -3.07350 -0.54171 0.061 0.054 0.031
H 3.79183 3.23191 4.00374 0.010 0.026 -0.005
H 3.72863 1.51301 3.60141 -0.003 -0.029 -0.031
H 2.99582 2.10162 5.09281 -0.011 -0.015 0.055
H 1.70075 4.65176 3.89604 0.015 0.022 0.000
H 0.87080 3.55426 4.99022 -0.017 -0.017 0.058
H 0.15388 3.94391 3.42385 0.010 -0.015 -0.012
H 2.78295 3.87376 1.84823 0.010 0.025 -0.003
H 1.27217 3.17085 1.27469 -0.027 0.006 -0.014
H 2.74796 2.19036 1.33901 0.022 -0.023 -0.003
H 0.86181 1.40105 5.51048 0.012 0.018 0.049
H -0.51707 -0.59717 5.76280 0.001 -0.005 0.026
H 0.91541 0.93022 1.24463 -0.023 -0.025 0.027
H -2.98570 -4.49311 2.21548 0.007 0.014 0.051
H -3.86472 -6.00833 0.48826 -0.008 -0.020 -0.002
H -3.27922 -5.66177 -1.88138 0.002 -0.004 -0.015
H -1.81218 -3.79759 -2.54808 -0.008 -0.007 -0.020
S 5.04897 -1.83239 -6.08050 -0.073 0.067 0.085
N 3.48109 -1.50111 -6.25201 0.012 -0.041 -0.064
C 2.95100 -1.51337 -5.04043 0.124 -0.019 -0.046
C 1.56224 -1.26019 -4.72792 -0.270 0.035 0.189
C 0.59188 -0.96861 -5.68840 -0.153 0.030 0.105
C -0.70393 -0.72927 -5.27852 0.126 -0.032 -0.052
C -1.00472 -0.77265 -3.91969 0.093 0.008 0.011
N -0.09127 -1.04627 -2.99845 0.136 -0.053 -0.009
C 1.17730 -1.30387 -3.38350 -0.137 0.038 -0.056
C 2.14594 -1.63050 -2.33156 0.049 -0.017 0.113
N 1.68297 -1.70009 -1.06684 0.146 -0.039 -0.121
C 2.52143 -1.97167 -0.07686 0.007 -0.024 -0.095
C 3.87822 -2.19660 -0.29492 0.055 0.002 -0.122
C 4.36983 -2.14625 -1.58380 -0.129 0.013 0.152
C 3.49307 -1.86050 -2.63231 -0.202 0.003 0.251
C 3.89238 -1.79618 -4.02014 0.062 0.037 -0.124
N 5.11798 -1.98920 -4.47803 0.048 -0.071 -0.021
H 0.87389 -0.93653 -6.73131 -0.005 0.008 -0.041
H -1.48553 -0.50325 -5.98823 -0.004 0.005 -0.033
H -2.00601 -0.57315 -3.55764 0.018 -0.005 -0.002
H 2.09160 -2.01391 0.91614 0.000 0.006 0.006
H 4.52245 -2.41247 0.54422 0.026 -0.009 0.008
H 5.41384 -2.32219 -1.80145 0.038 -0.012 0.008
Br -2.47284 2.92460 2.33229 -0.001 -0.010 0.042
C -3.49418 3.40063 0.81708 -0.048 0.014 -0.007
C -4.48107 4.36840 0.97001 0.075 -0.061 0.009
C -5.25633 4.74391 -0.11266 0.007 -0.013 -0.015
C -5.05188 4.15674 -1.35257 -0.028 0.032 0.030
C -4.07074 3.19362 -1.50873 0.113 -0.084 -0.032
C -3.28741 2.81351 -0.42551 -0.165 0.076 0.142
I -1.80055 1.37052 -0.69787 -0.017 0.232 -0.211
H -4.63282 4.82006 1.94000 0.002 -0.003 0.009
H -6.02140 5.49659 0.01603 -0.012 0.013 -0.002
H -5.65587 4.44798 -2.20047 -0.002 -0.004 -0.018
H -3.90634 2.73784 -2.47493 0.001 -0.014 -0.009

---

No. 2
89
Properties=species:S:1:pos:R:3:forces:R:3 method="wB97M-V/def2-TZVPD" lumo_ev="0.43 / 0.42" spin_multiplicity=3 homo_energy_ev="-6.309 / -6.142" molar_mass_g_mol=523.43 de_lowest_kcal_mol=0.0
Ni 0.26403 -0.80861 -0.06566 -1.280 -0.041 -0.564
C -2.53326 -0.21920 -3.74967 -1.168 -0.450 -0.007
C -1.87753 0.31848 -2.47369 -0.271 0.981 -0.096
C -2.58633 1.60023 -2.01943 -0.327 0.862 0.458
C -3.93696 1.38047 -1.35381 -0.186 0.187 -0.878
C -3.82578 0.36980 -0.23943 -0.740 -0.152 0.648
C -3.06321 -0.91779 -0.56766 -0.043 -0.540 -0.702
N -1.86739 -0.61690 -1.36238 0.552 0.882 0.652
O -0.94215 -1.63814 -1.51696 0.651 0.186 0.741
C -3.98576 -1.91810 -1.29134 0.012 0.116 -0.533
C -2.64427 -1.54399 0.75904 -0.267 -0.196 -0.059
C -0.47368 0.79042 -2.84340 0.844 -0.777 -0.161
H -2.38319 0.40637 -4.63087 0.528 -0.093 0.020
H -3.62598 -0.24276 -3.66231 0.052 0.112 0.208
H -2.27569 -1.26611 -3.92173 0.444 0.149 -0.194
H -2.68811 2.28642 -2.86774 -0.099 -0.213 -0.145
H -1.97073 2.15699 -1.30525 0.327 -0.393 0.027
H -4.65144 1.10295 -2.14118 -0.017 -0.538 0.247
H -4.37195 2.31942 -0.99848 0.320 0.055 0.227
H -4.83207 0.07991 0.09255 -0.005 -0.157 -0.234
H -3.43775 0.79739 0.69171 0.551 0.311 -0.373
H -4.95060 -2.00778 -0.78946 0.123 -0.316 0.193
H -3.47683 -2.87616 -1.41066 -0.123 -0.091 0.272
H -4.20525 -1.60185 -2.31064 -0.054 0.199 0.083
H -2.33515 -2.58249 0.66222 0.143 0.057 -0.212
H -3.51427 -1.54663 1.42219 0.110 0.174 0.147
H -1.83012 -0.95522 1.18407 -0.130 -0.030 0.199
H 0.10618 1.17217 -2.00123 -0.374 0.137 0.149
H -0.53929 1.55590 -3.61769 -0.066 0.073 0.052
H 0.11666 -0.03495 -3.25521 -0.174 -0.015 -0.117
C -0.95122 0.98649 3.07976 -0.262 -0.193 -0.401
C -0.31669 2.23556 2.45877 -0.995 0.723 -0.095
C 0.54685 2.83359 3.58627 0.527 0.426 -1.089
C 1.58811 3.81890 3.05634 0.209 -0.162 0.476
C 2.41575 3.23146 1.92250 -0.771 0.934 0.053
C 1.53808 2.73533 0.76432 0.384 0.542 -0.004
N 0.48141 1.87642 1.28875 1.965 -1.992 1.077
O -0.18799 1.13286 0.30730 -0.334 0.142 -0.097
C 2.50331 1.96429 -0.12779 0.102 -0.632 -0.811
C 0.97654 3.89537 -0.06947 -0.459 0.269 -0.215
C -1.43792 3.22125 2.04033 0.184 -0.745 0.981
H -0.17485 0.23390 3.21903 -0.101 -0.116 0.201
H -1.74193 0.54213 2.47464 0.130 0.177 -0.155
H -1.41050 1.22351 4.04108 0.190 0.117 0.069
H 1.06085 2.01217 4.09219 -0.089 0.068 0.242
H -0.10838 3.39108 4.25577 -0.069 -0.404 0.299
H 2.26976 4.08973 3.86900 -0.099 0.102 0.039
H 1.09329 4.74591 2.75738 0.043 -0.019 -0.179
H 3.07601 2.44629 2.29744 -0.073 -0.128 -0.069
H 3.02964 4.04336 1.52165 0.248 -0.200 -0.026
H 2.06863 1.72217 -1.09953 -0.138 -0.070 0.089
H 2.84682 1.03324 0.32199 -0.193 0.007 0.171
H 3.41551 2.52581 -0.35015 -0.198 0.366 0.201
H 1.69988 4.27341 -0.79499 0.064 -0.042 0.062
H 0.61252 4.74944 0.50566 0.202 -0.074 0.212
H 0.10261 3.53643 -0.61936 0.134 -0.143 -0.116
H -1.02567 4.20644 1.84249 -0.163 0.024 -0.397
H -2.12927 3.31455 2.88428 -0.124 0.084 -0.137
H -1.95307 2.73955 1.21002 -0.041 0.466 -0.250
C 2.01655 -4.26134 0.90245 0.148 -0.138 -0.031
C 0.71910 -3.87723 0.19565 0.699 -1.739 0.094
C -0.25561 -5.04961 0.26714 -0.669 0.270 -0.007
O 0.17411 -2.71710 0.81960 0.230 -0.828 -0.432
H 2.76225 -3.46681 0.85975 -0.122 0.115 0.178
H 2.47757 -5.14836 0.46134 -0.136 0.021 -0.164
H 1.79826 -4.53825 1.93931 0.109 0.233 0.067
H 0.92670 -3.76759 -0.86605 -0.229 1.015 0.055
H -0.65216 -5.19415 1.27856 0.080 0.072 0.025
H 0.18780 -5.99770 -0.03484 0.211 0.110 -0.076
H -1.09891 -4.84786 -0.39615 -0.061 -0.032 0.091
H -0.01871 -3.04325 1.70597 -0.173 0.711 0.217
C 3.11243 -0.48721 -2.99951 0.293 -0.015 -0.913
C 2.39040 -1.63681 -2.31943 0.482 0.270 -0.296
C 3.29009 -2.85730 -2.27597 0.073 -0.454 -0.178
O 2.03734 -1.17931 -0.99338 0.355 -0.668 -0.289
H 3.96259 -0.16431 -2.39185 -0.283 0.290 0.212
H 2.44238 0.32483 -3.27704 0.037 0.193 0.516
H 3.58650 -0.76430 -3.94815 -0.213 -0.410 0.053
H 1.46116 -1.88759 -2.82929 -0.165 0.146 0.225
H 3.49641 -3.19974 -3.29258 -0.094 0.142 -0.060
H 2.83788 -3.71003 -1.77042 0.013 0.126 0.181
H 4.27284 -2.65234 -1.84059 -0.124 0.121 0.200
H 2.86449 -1.05963 -0.51290 -0.195 0.199 0.304
C 2.47383 -0.71760 2.94121 0.641 -0.241 -0.931
O 1.71437 -0.45125 1.77703 -0.138 -0.009 0.081
H 3.00287 0.18899 3.24815 -0.424 0.046 0.573
H 1.89124 -1.23062 3.70859 -0.016 0.410 0.280
H 3.29474 -1.38973 2.66337 -0.190 -0.178 -0.024
H 1.28129 0.46226 1.82855 0.253 0.216 -0.132

---

No. 3
9
Properties=species:S:1:pos:R:3:forces:R:3 method="wB97M-V/def2-TZVPD" lumo_ev="-1.43 / -1.41" spin_multiplicity=1 homo_energy_ev="-9.881 / -9.940" molar_mass_g_mol=119.51 de_lowest_kcal_mol=145.4
C 1.14912 0.04562 -0.77810 -0.677 -1.556 0.596
C 0.19570 0.15706 0.27273 2.296 0.083 -0.724
N 2.16079 -0.58121 -0.21052 1.606 0.298 -3.126
N 0.72638 -0.28493 1.34855 -1.584 -0.033 2.501
N -2.57116 -0.03134 -0.26421 2.533 -2.245 -1.416
O 1.93564 -0.75305 1.07355 -0.318 0.427 -0.574
Cl -3.74030 0.76449 0.18888 -3.251 2.157 1.252
H 0.89826 0.15036 -1.86677 1.143 0.024 1.321
H -0.75444 0.53300 0.23588 -1.747 0.844 0.170

---

No. 4
23
Properties=species:S:1:pos:R:3:forces:R:3 method="wB97M-V/def2-TZVPD" charge=-2 lumo_ev=5.83 spin_multiplicity=1 homo_energy_ev=-0.037 molar_mass_g_mol=216.13 de_lowest_kcal_mol=39.7 smiles="CO[C@](O)(c1ccccc1)P(=O)([O-])[O-]"
C -0.09082 -2.75069 -0.10864 1.669 -0.125 -1.787
O 0.95372 -1.83984 -0.41292 -0.591 0.718 0.388
C 0.96806 -0.61925 0.36772 1.354 -0.433 -0.261
O 1.25310 -0.94818 1.72161 -0.798 0.085 -0.306
C -0.23416 0.19589 0.18594 0.165 0.097 -0.013
C -0.80995 0.95638 1.23889 -1.380 -0.552 -3.397
C -1.99008 1.66600 0.88080 0.525 0.928 1.623
C -2.41734 1.85643 -0.41521 2.059 0.209 -1.994
C -1.57840 1.32393 -1.47460 -3.089 -1.510 1.159
C -0.67239 0.32333 -1.16860 0.777 1.613 -0.199
P 2.67769 0.46990 -0.21157 -1.010 0.609 -0.462
O 2.33632 0.67755 -1.66312 -0.074 0.412 -0.446
O 3.83208 -0.46500 0.04156 -0.023 -0.556 0.716
O 2.58293 1.66142 0.74285 -0.137 -0.619 -0.309
H 0.31782 -3.67088 -0.64851 -1.688 0.911 0.173
H -1.09751 -2.33256 -0.21125 -0.167 -0.246 -1.348
H -0.15505 -3.03284 0.88294 0.664 -0.560 2.709
H 2.16024 -0.66434 1.63773 1.171 -0.228 1.267
H -0.33206 1.02232 2.17801 0.179 -0.198 0.882
H -2.48475 2.22288 1.69322 0.044 -0.203 -0.335
H -3.08595 2.63510 -0.80131 -0.381 -0.399 0.928
H -2.08929 1.35950 -2.45688 1.064 0.385 0.120
H -0.04420 -0.04706 -1.99867 -0.332 -0.339 0.892